<one>
Entry from the OMol25 dataset: 12 unconnected molecules or ions with the total composition H23O12 (the ωB97M-V functional and the def2-TZVPD basis).

Properties
- E_HOMO (Ha) = -0.277
- gap between HOMO and LUMO (eV) = 10.06
- charge = -1

Last column: natural (NBO) charge in e.
Cartesian coordinates (Å):
O  -0.12147  -1.28370  4.06583  -0.977
H  1.70084  -0.52086  1.92336  0.474
H  -1.43329  1.73328  0.42917  0.493
O  0.68718  1.77061  2.24443  -1.055
H  0.14397  1.21034  1.53557  0.487
H  1.62387  1.68135  2.05766  0.462
O  2.54427  -2.89473  0.23129  -0.971
H  1.75513  -3.37663  0.51984  0.450
O  -2.02394  2.41714  0.03152  -0.979
H  0.43569  3.07000  -2.47290  0.482
H  -1.37247  2.84406  -0.55547  0.457
O  2.40584  -0.38329  1.26886  -0.955
H  1.07799  2.20536  -4.05015  0.470
H  -0.50542  -0.38592  0.93208  0.458
O  -3.54267  -1.32954  -0.67203  -0.955
H  -0.30631  -4.13621  2.16959  0.476
H  2.31853  -1.98132  0.53639  0.485
O  -0.32489  3.58534  -2.78723  -0.957
H  -1.01602  2.90893  -2.80568  0.476
H  -2.85721  -0.81238  -0.23511  0.466
O  -1.10286  -0.99273  -1.81742  -0.983
H  -1.13681  -0.18163  -1.28728  0.498
H  -0.16424  -1.20779  -1.90088  0.476
O  1.42466  1.35454  -4.32543  -0.959
H  1.40682  0.77151  -3.56073  0.485
H  -1.02617  -1.44971  4.35430  0.480
O  -1.10838  -3.85757  1.71177  -0.956
H  -0.00252  -0.44074  3.61807  0.495
H  0.57181  0.70667  -0.66099  0.492
O  1.28634  1.30927  -1.18812  -1.055
H  -1.17662  -2.90585  1.60513  0.481
H  -3.04899  -1.74165  -1.39778  0.487
O  -0.26442  0.39481  0.42850  -1.196
H  1.24133  1.94730  -0.45061  0.464
H  1.91041  -0.02826  0.50443  0.501


<two>
Entry from the OMol25 dataset: a molecular structure, H23O12 (the ωB97M-V functional and the def2-TZVPD basis).

Properties
- E_HOMO (Ha) = -0.246
- gap between HOMO and LUMO (eV) = 9.38
- charge = -1

Last column: natural (NBO) charge in e.
Cartesian coordinates (Å):
O  -3.24468  3.00427  -0.90299  -1.009
H  2.53857  -2.56932  -0.41699  0.454
H  -0.82318  2.60920  -1.56031  0.474
O  0.49949  -2.58982  2.88745  -0.965
H  0.26957  -1.81932  3.42573  0.472
H  0.97047  -2.27600  2.10909  0.493
O  -0.49729  -1.25679  -3.16912  -0.997
H  -0.80695  -1.06635  -2.28750  0.491
O  -0.94828  3.07809  -2.40619  -0.947
H  -1.62373  0.69927  3.14675  0.459
H  -0.64916  2.39551  -3.02539  0.475
O  1.99190  -1.79698  -0.55647  -1.210
H  2.20667  2.63689  3.39994  0.475
H  1.58745  0.74055  -0.26096  0.462
O  -0.63591  0.14654  1.20244  -1.018
H  -3.25250  -1.11396  -1.57358  0.456
H  0.17056  -0.73641  -3.60083  0.491
O  -0.88008  1.03181  3.70810  -0.953
H  -0.12240  0.90409  3.12955  0.494
H  -0.42427  -0.44602  0.45628  0.502
O  2.17650  -0.72805  -3.05246  -0.988
H  1.66351  -0.05384  -2.59819  0.442
H  2.16692  -1.40603  -2.31091  0.516
O  2.51785  1.74137  3.29308  -0.992
H  2.59478  1.39855  2.37942  0.515
H  2.87137  -0.13797  -0.19489  0.517
O  -3.23570  -1.42921  -0.66364  -0.951
H  -3.27467  2.38139  -0.17015  0.504
H  -0.67960  -2.69315  -0.01238  0.487
O  -0.41250  -1.80305  -0.23520  -1.107
H  -2.32105  -1.02673  -0.53144  0.484
H  -0.97813  -0.37252  1.92754  0.454
O  2.49130  0.72306  0.07100  -0.993
H  -2.59410  3.66387  -1.11083  0.504
H  0.68727  -1.83293  -0.49595  0.511


Winner for stability: <one>